Computed, not measured: a structure of composition C6H12N4 in a non-equilibrium geometry, with the ωB97M-V functional and the def2-TZVPD basis.

Last column: Mulliken charge in e.
Geometry (Å):
C 0.447 -0.813 1.401  -1.33
C 0.976 -0.359 -0.061  0.83
C 0.994 -1.254 -1.233  -0.88
C 2.312 0.374 0.151  -0.88
C -1.364 0.694 -0.453  0.27
C -3.225 -0.831 -0.264  0.39
H 0.521 0.041 2.179  0.29
H -0.514 -1.147 1.376  0.46
H 1.183 -1.666 1.814  0.32
H 1.844 -0.569 -2.031  0.21
H -0.276 -1.434 -1.673  0.28
H 1.650 -2.309 -1.044  0.26
H 3.341 -0.064 0.815  0.26
H 2.113 1.822 0.390  0.21
H 2.737 0.242 -1.115  0.20
H 0.306 1.610 -0.804  0.37
H -1.678 2.587 0.772  0.32
H -3.065 1.951 0.577  0.36
N 0.010 0.665 -0.414  -0.17
N -2.032 2.008 -0.255  -0.76
N -1.917 -0.497 -0.277  -0.45
N -4.362 -1.051 0.146  -0.56

Computed properties:
Orbital gap, Ha: 0.323
Max |F|, hartree/bohr: 0.1290
HOMO energy, Ha: -0.335
Total energy, eV: -12367.7898
Relative energy (zero: lowest compared OMol25 entry of this formula, charge and spin), kJ/mol: 843.34

Computed, not measured: an isolated molecule of C6H12N4O2 in a non-equilibrium geometry, with the ωB97M-V functional and the def2-TZVPD basis.

Last column: Mulliken charge in e.
Geometry (Å):
C 1.352 -1.496 1.465  -0.60
C -0.097 0.228 1.818  -0.45
C 0.868 1.023 -0.425  0.29
C -1.533 0.703 -1.128  -0.60
C -2.414 -1.419 -1.316  -0.68
C 3.037 1.644 -0.285  0.46
H 0.748 -2.132 0.881  0.29
H 2.029 -0.815 0.856  0.18
H 2.045 -2.198 1.865  0.34
H -0.606 0.970 2.512  0.34
H -0.800 -0.268 1.184  0.42
H 1.203 1.974 1.368  0.35
H 0.226 0.360 -2.240  0.31
H -1.665 1.673 -0.512  0.31
H -1.900 1.002 -2.144  0.42
H -2.893 -2.245 -0.674  0.21
H -3.072 -1.193 -2.240  0.27
H -1.418 -1.732 -1.731  0.32
N 0.493 1.267 0.930  -0.27
N -0.066 0.453 -1.255  -0.08
N 2.019 1.161 -1.025  -0.64
N 4.009 1.988 0.197  -0.51
O 0.681 -0.669 2.429  -0.39
O -2.245 -0.279 -0.528  -0.27

Computed properties:
Orbital gap, Ha: 0.364
SMILES string: COCNC(=NC#N)NCOC
Max |F|, hartree/bohr: 0.0771
HOMO energy, Ha: -0.344
Total energy, eV: -16469.6204
Relative energy (zero: lowest compared OMol25 entry of this formula, charge and spin), kJ/mol: 198.19

Computed, not measured: a structure of composition C6H12N4O3PdS in a non-equilibrium geometry, with the ωB97M-V functional and the def2-TZVPD basis.

Last column: Mulliken charge in e.
Geometry (Å):
Pd -0.519 0.563 -0.759  0.55
N -1.939 1.292 0.685  -0.60
C -2.143 0.131 1.582  -0.25
C -1.743 -1.160 0.874  0.65
O -1.533 -2.198 1.460  -0.68
O -1.642 -1.005 -0.417  -0.75
H -1.732 2.125 1.224  0.24
H -2.746 1.487 0.096  0.28
H -3.172 0.062 1.944  0.32
H -1.494 0.244 2.452  0.26
C 1.021 -1.040 -3.558  -0.88
N 0.653 -2.206 -2.769  -0.21
C 0.694 -2.217 -1.443  0.55
S 1.326 -0.881 -0.550  -0.39
N 0.269 -3.289 -0.765  -0.17
C -0.417 -4.392 -1.404  -1.09
H 1.171 -1.364 -4.586  0.34
H 1.943 -0.617 -3.168  0.36
H 0.241 -0.269 -3.512  0.32
H 0.061 -2.888 -3.219  0.26
H -0.002 -3.075 0.196  0.33
H 0.222 -4.861 -2.153  0.36
H -1.356 -4.068 -1.865  0.35
H -0.650 -5.136 -0.648  0.35
O 0.276 4.572 -1.011  -0.56
C 0.191 3.413 -1.226  0.64
N 0.132 2.261 -1.513  -0.56

Computed properties:
Orbital gap, Ha: 0.284
Max |F|, hartree/bohr: 0.0202
HOMO energy, Ha: -0.305
Total energy, eV: -32835.4914
Relative energy (zero: lowest compared OMol25 entry of this formula, charge and spin), kJ/mol: 28.09

Computed, not measured: an isolated molecule of C6H12N4O4 in a non-equilibrium geometry, with the ωB97M-V functional and the def2-TZVPD basis.

Last column: Mulliken charge in e.
Geometry (Å):
C 2.493 -0.844 -0.319  0.82
C 0.386 -0.214 0.892  -1.14
C -0.638 0.296 -0.094  0.06
C 3.658 -0.299 -1.020  -1.04
C -3.114 0.225 -0.535  -1.28
C -2.080 0.334 0.613  0.06
N 0.702 2.186 -0.683  -0.94
N 1.741 0.041 0.487  0.55
N 2.132 1.329 0.488  -0.47
N -0.356 1.627 -0.769  1.43
O -1.225 1.955 -1.531  -0.74
O 2.030 -1.940 -0.518  -0.59
O -2.336 -0.691 1.477  -0.52
O 1.718 1.885 1.756  -0.41
H 0.225 0.143 1.947  0.23
H 0.194 -1.317 0.850  0.48
H -0.603 -0.422 -0.910  0.30
H 3.471 0.770 -1.335  0.30
H 3.847 -0.975 -1.828  0.36
H 4.445 -0.191 -0.224  0.29
H -2.636 -0.485 -1.248  0.31
H -3.303 1.061 -1.167  0.35
H -3.985 -0.042 -0.085  0.44
H -2.180 1.249 1.301  0.36
H -2.209 -1.489 0.908  0.38
H 1.827 2.845 1.464  0.41

Computed properties:
Orbital gap (spin up / spin down), Ha: 0.335 / 0.311
Max |F|, hartree/bohr: 0.0865
HOMO energy (spin up / spin down), Ha: -0.351 / -0.330
Total energy, eV: -20559.0942
Relative energy (zero: lowest compared OMol25 entry of this formula, charge and spin), kJ/mol: 601.49

Computed, not measured: a cluster of 2 separate species, C6H12N5O4 in total in a non-equilibrium geometry, with the ωB97M-V functional and the def2-TZVPD basis.

Last column: Mulliken charge in e.
Geometry (Å):
C 4.129 -0.931 -0.426  -0.49
C 3.241 -1.531 -1.210  -0.33
N 2.321 -0.729 -2.002  -0.11
C 1.065 -0.697 -1.649  0.38
N 0.546 -1.325 -0.575  -0.28
C -0.782 -0.629 -0.272  -0.83
C -0.773 0.524 -1.265  -0.06
O -0.460 1.808 -0.805  -0.31
N 0.643 1.779 0.140  0.36
O 1.472 2.518 -0.171  -0.34
N 0.089 0.015 -2.347  -0.39
H 4.536 -1.463 0.418  0.28
H 4.444 0.084 -0.621  0.27
H 3.131 -2.598 -1.312  0.38
H 2.628 -0.211 -2.812  0.25
H 1.129 -1.139 0.239  0.42
H -0.758 -0.349 0.778  0.63
H -1.555 -1.369 -0.430  0.36
H -1.799 0.631 -1.606  0.46
H 0.559 0.849 -2.709  0.37
C -4.044 0.737 2.542  -0.71
N -2.586 0.607 2.811  0.87
O -1.992 -0.341 2.315  -0.59
O -2.076 1.446 3.505  -0.49
H -4.354 -0.087 1.911  0.31
H -4.554 0.709 3.500  0.29
H -4.199 1.692 2.050  0.29

Computed properties:
Orbital gap, Ha: 0.368
Max |F|, hartree/bohr: 0.0566
HOMO energy, Ha: -0.517
Total energy, eV: -22044.0252
Total charge: +1

Computed, not measured: a cluster of 2 separate species, C6H12NO in total in a non-equilibrium geometry, with the ωB97M-V functional and the def2-TZVPD basis.

Last column: Mulliken charge in e.
Geometry (Å):
O 2.374 -0.568 0.177  -0.34
C 1.195 -1.011 0.397  -0.17
C 0.057 -1.028 -0.510  0.21
C -1.321 -1.234 0.037  -0.66
C -1.936 0.022 0.867  -0.49
C -3.446 1.827 -0.386  -0.66
C -2.345 1.160 -0.022  -0.06
N 5.280 0.215 -0.725  -0.62
H 1.013 -1.322 1.357  0.50
H 0.248 -0.467 -1.433  0.39
H -1.500 -2.161 0.743  0.36
H -2.073 -1.646 -0.701  0.42
H -2.735 -0.162 1.612  0.46
H -1.130 0.418 1.497  0.28
H -3.350 2.800 -0.923  0.26
H -4.458 1.385 -0.103  0.24
H -1.416 1.734 -0.371  0.19
H 4.849 -0.680 -1.002  0.22
H 4.589 0.733 -0.181  0.25
H 6.106 -0.015 -0.330  0.22

Computed properties:
Orbital gap, Ha: 0.119
Max |F|, hartree/bohr: 0.1055
HOMO energy, Ha: -0.448
Total energy, eV: -9941.0278
Total charge: +1
Relative energy (zero: lowest compared OMol25 entry of this formula, charge and spin), kJ/mol: 586.34